# 1
This record from the OMol25 dataset describes a molecular structure, C36H36AsI2N4O3STl. The level of theory is wB97M-V/def2-TZVPD.

Geometry as ORCA input:
```
! RIJCOSX wB97M-V def2-TZVPD def2/J DEFGRID3
* xyz -2 1
Tl 0.5964 -3.1675 -0.9471
C 4.9925 -4.1549 -2.5163
C 3.9736 -3.6247 -1.5119
O 2.8647 -4.2194 -1.5010
C 4.3706 -2.5516 -0.7133
C 3.6321 -1.9240 0.3395
C 4.4233 -1.0198 1.2611
N 2.3597 -2.1068 0.5509
N 1.8935 -1.4826 1.7111
C 0.7035 -1.8747 2.0708
O -0.0848 -2.6979 1.5051
C 0.2210 -1.2282 3.3492
C -1.1342 -1.2808 3.6651
C -1.6204 -0.6788 4.8195
C -0.7505 -0.0328 5.6888
C 0.6068 0.0092 5.3878
C 1.0860 -0.5749 4.2257
H 4.5923 -4.0074 -3.5228
H 5.1132 -5.2299 -2.3666
H 5.9643 -3.6643 -2.4429
H 5.3921 -2.2110 -0.8348
H 5.4337 -0.8762 0.8761
H 4.4788 -1.4576 2.2598
H 3.9230 -0.0577 1.3736
H -1.7906 -1.7955 2.9766
H -2.6814 -0.7154 5.0419
H -1.1257 0.4331 6.5931
H 1.2936 0.5156 6.0573
H 2.1338 -0.5266 3.9598
I -2.4325 1.3534 -5.5490
C -3.3097 0.4964 -3.8557
C -4.6493 0.7403 -3.5879
C -5.2664 0.1838 -2.4934
I -7.2921 0.6271 -2.1759
C -4.5331 -0.6232 -1.5866
C -5.0664 -1.2043 -0.4176
C -4.2592 -1.9208 0.4209
C -2.8956 -2.0477 0.1119
N -2.3742 -1.5425 -0.9838
C -3.1532 -0.8598 -1.8442
C -2.4731 -0.3523 -3.0680
O -1.3061 -0.6502 -3.3499
H -5.2144 1.3741 -4.2595
H -6.1162 -1.0652 -0.1899
H -4.6541 -2.3724 1.3237
H -2.2017 -2.5494 0.7813
C 4.2275 -0.7524 -4.1517
As 2.5718 -0.6890 -3.0815
C 1.5944 0.5770 -4.2227
C 3.2256 0.6563 -1.8080
H 4.5700 0.2555 -4.3983
H 4.0497 -1.3083 -5.0738
H 4.9946 -1.2691 -3.5744
H 2.1578 1.5038 -4.3549
H 0.6231 0.7816 -3.7739
H 1.4161 0.1198 -5.1980
H 3.4947 1.5713 -2.3420
H 4.0990 0.2594 -1.2923
H 2.4433 0.8739 -1.0831
N -0.1311 1.0512 -1.0296
S -0.6966 0.7903 0.4134
C -2.3394 1.5491 0.4545
C -2.7574 2.2599 -0.6577
C -4.0406 2.7837 -0.6804
C -4.8951 2.5857 0.3975
C -4.4714 1.8511 1.4974
C -3.1884 1.3181 1.5258
C 0.1123 2.0556 1.4305
C -0.1805 2.2005 2.7791
C 0.4833 3.1655 3.5198
C 1.4414 3.9735 2.9196
C 1.7357 3.8107 1.5735
C 1.0715 2.8480 0.8242
H 0.0272 0.1338 -1.4471
H -2.0775 2.3457 -1.4979
H -4.3910 3.3141 -1.5583
H -5.9083 2.9666 0.3587
H -5.1495 1.6666 2.3223
H -2.8610 0.7081 2.3604
H -0.9048 1.5550 3.2611
H 0.2650 3.2673 4.5761
H 1.9645 4.7208 3.5049
H 2.4893 4.4307 1.1024
H 1.2715 2.6842 -0.2280
*
```

Values from the calculation:
M: 1137.89 g/mol
Energy above the lowest of the compared OMol25 structures with the same formula, charge and spin: 0.0 kcal per mole
Frontier orbital gap: 0.184 hartree
HOMO level: -1.49 eV
Maximum force: 0.3 eV Å⁻¹

***

# 2
This record from the OMol25 dataset describes a molecular structure, C2H5CuO at a distorted geometry. The level of theory is wB97M-V/def2-TZVPD.

Geometry as ORCA input:
```
! RIJCOSX wB97M-V def2-TZVPD def2/J DEFGRID3
* xyz 0 3
C 0.2119 -0.1215 0.5829
C 0.0491 0.8238 -0.6228
H 1.0189 0.4044 1.1385
H -0.3213 -0.1772 1.5540
H 0.0403 1.8875 -0.3242
H -0.8999 0.6681 -1.1590
Cu 0.3912 -2.1993 0.1004
O -1.3916 -2.0465 0.0481
H 0.9014 0.7608 -1.3179
*
```

Values from the calculation:
M: 108.61 g/mol
Frontier orbital gap (spin up / spin down): 0.286 / 0.300 hartree
HOMO level (spin up / spin down): -8.50 / -9.24 eV
Maximum force: 3.0 eV Å⁻¹

***

# 3
This record from the OMol25 dataset describes a molecular structure, C40H59BBeCaCl2F6N2O22PS3 at a distorted geometry. The level of theory is wB97M-V/def2-TZVPD.

Geometry as ORCA input:
```
! RIJCOSX wB97M-V def2-TZVPD def2/J DEFGRID3
* xyz -1 1
C -0.4159 2.0137 0.0902
C -0.6973 0.4394 -0.3105
O 0.2962 -0.5062 0.2647
B 1.1608 -1.0777 -0.7998
O 1.3004 -2.5606 -1.0239
C 2.0061 -0.1189 -1.8447
C 3.4299 0.5687 -1.2986
C 4.0459 0.2885 0.2210
C 4.5992 -1.2516 0.3153
C 6.0665 -1.4245 1.0242
C 7.2440 -0.4443 0.4413
S 7.7238 -0.7507 -1.3440
O 6.6649 -1.4994 -2.1888
O 8.0688 0.6503 -1.9772
O 9.1904 -1.6704 -1.5033
C 4.3121 1.5842 -2.2713
C 3.7649 1.9074 -3.7825
S 4.7968 3.1168 -4.8123
O 5.4503 2.4543 -6.0674
O 3.8287 4.2293 -5.3713
C 6.0979 4.0280 -3.8086
F 5.5441 4.6776 -2.5786
F 7.2485 3.1068 -3.4866
F 6.7193 5.1553 -4.5982
C 2.3768 1.1764 -4.3113
C 1.4599 0.1457 -3.3672
C 0.1157 -0.4918 -4.0546
O -0.4071 -1.7057 -3.7952
C -0.6920 0.3808 -5.2309
C -2.3361 0.1769 -5.4625
C -3.0267 1.0515 -6.6867
C -2.1295 2.0734 -7.6506
C -0.4923 2.3022 -7.4153
C 0.1690 1.4086 -6.1774
C 1.8066 1.4917 -5.8513
O 2.5867 1.7797 -6.8973
H 0.5305 2.1737 0.7726
H -1.3264 2.5091 0.6796
H -0.2959 2.6518 -0.8920
H -0.7330 0.4052 -1.4989
H -1.7644 0.0805 0.0551
H 0.4211 -3.0189 -0.8765
H 4.9024 1.1026 0.3882
H 3.2415 0.5042 1.0479
H 4.4986 -1.7248 -0.7503
H 3.8257 -1.8428 1.0062
H 6.3771 -2.5653 0.8718
H 5.9319 -1.2848 2.1943
H 7.0339 0.7152 0.6307
H 8.2185 -0.6762 1.0908
H 9.4764 -1.4562 -2.4560
H 5.3206 2.0510 -1.8359
H -3.0004 -0.5529 -4.8335
H -4.1704 0.8949 -6.8793
H -2.6698 2.6376 -8.5221
H 0.1576 3.0381 -8.0945
C 3.0772 -6.2474 -1.3368
C 2.2410 -5.3401 -0.4558
O 1.6520 -6.0105 0.6534
C 2.4655 -6.2892 1.8265
O 3.0761 -5.1859 2.2499
C 3.4390 -7.5218 1.6457
F 2.8503 -8.4998 0.8986
F 3.7314 -8.1077 2.8425
F 4.6234 -7.2430 1.0502
H 2.6023 -7.2243 -1.4665
H 3.2270 -5.7909 -2.3203
H 4.0672 -6.4074 -0.9105
H 1.3975 -4.9866 -1.0603
H 2.7940 -4.4418 -0.1611
H 1.7067 -6.7175 2.4966
Be 2.9516 -8.1051 4.9090
O 0.5423 5.2763 4.0992
P -0.1371 4.0073 3.5587
O 0.8409 3.2526 2.6434
O -1.3904 4.3988 2.7584
O -0.5420 3.1019 4.7336
Ca 0.2066 -9.0212 4.7716
C -0.3561 -11.4550 8.2428
O -0.5791 -11.4317 9.6407
H -1.1658 -10.9167 7.7448
H 0.5956 -10.9680 8.0166
H -0.3403 -12.4900 7.8926
H 0.1546 -11.9166 10.0553
C -4.2627 6.0028 -3.9389
C -4.5236 5.3879 -5.3465
C -5.1749 6.4365 -6.3014
C -6.6790 6.6287 -6.1386
C -7.4100 5.2909 -6.0877
C -6.8327 4.3498 -5.0015
N -5.3508 4.1482 -5.1676
O -5.1547 3.3329 -6.2968
C -7.1552 4.9489 -3.6036
C -7.6128 3.0022 -5.0115
C -3.0902 5.1121 -5.9111
H -4.5091 5.3024 -3.1321
H -3.2054 6.2506 -3.7802
H -4.8305 6.9222 -3.7759
H -4.9979 6.1370 -7.3432
H -4.6828 7.4090 -6.1796
H -6.8918 7.2203 -5.2418
H -7.0615 7.2170 -6.9823
H -8.4774 5.4723 -5.9061
H -7.3529 4.8168 -7.0753
H -6.7494 4.3198 -2.7991
H -8.2406 5.0116 -3.4525
H -6.7816 5.9622 -3.4570
H -7.5795 2.4999 -5.9849
H -8.6734 3.1645 -4.7856
H -7.2206 2.3118 -4.2568
H -2.5675 4.3499 -5.3218
H -2.4811 6.0251 -5.8896
H -3.1075 4.7863 -6.9577
Cl 0.3796 1.7190 5.6552
C -1.3244 -0.7905 6.6316
O -0.2760 -0.2957 7.0260
N -1.6851 -2.1140 6.7681
C -2.9476 -2.6207 6.2723
C -0.7754 -3.0276 7.4275
H -2.0884 -0.1856 6.1163
H -3.5157 -3.0351 7.1101
H -2.7490 -3.4063 5.5376
H -3.5324 -1.8269 5.7997
H -0.5900 -2.6729 8.4458
H 0.1727 -3.0422 6.8815
H -1.1969 -4.0360 7.4600
Cl 3.8383 -10.1811 1.2470
C -0.7166 1.3588 9.8998
C -1.7484 1.8357 10.9185
O -2.2159 0.6507 11.5588
S -1.0007 -0.4358 11.6152
O -0.3806 -0.3520 12.9189
O -1.4707 -1.6771 11.0455
O -0.0174 0.2909 10.5368
H -1.2027 0.9607 9.0033
H -0.0215 2.1527 9.6136
H -2.5766 2.3741 10.4516
H -1.2852 2.4711 11.6807
*
```

Values from the calculation:
M: 1291.88 g/mol
Frontier orbital gap: 0.040 hartree
HOMO level: -3.76 eV
Maximum force: 9.8 eV Å⁻¹

***

# 4
This record from the OMol25 dataset describes a molecular structure, C34H44FN3O4Ti at a distorted geometry. The level of theory is wB97M-V/def2-TZVPD.

Geometry as ORCA input:
```
! RIJCOSX wB97M-V def2-TZVPD def2/J DEFGRID3
* xyz -1 2
Ti -0.0309 -0.8184 0.1935
N 0.1099 -0.7486 -2.0312
C 1.5428 -0.4740 -2.3444
C 2.2213 0.3016 -1.2117
O 3.0629 1.1530 -1.4839
N 1.8039 -0.0932 0.0106
C 2.2779 0.6577 1.1706
C 1.3102 0.4488 2.3378
O 1.5829 0.8562 3.4458
O 0.1971 -0.1829 2.0147
H -0.2226 -1.5384 -2.5636
H -0.4589 0.0485 -2.2854
H 1.6757 0.0802 -3.2666
H 2.0565 -1.4308 -2.4368
H 2.3363 1.7230 0.9466
H 3.2760 0.3529 1.4890
C -5.3258 1.1032 -1.8011
C -4.1196 0.1575 -1.8916
C -4.0413 -0.4330 -3.3040
C -4.1868 -0.8939 -0.7890
C -5.2674 -1.7680 -0.7592
C -5.4275 -2.6783 0.2759
C -4.5300 -2.6681 1.3298
C -3.4437 -1.7938 1.3499
C -2.5771 -1.7083 2.5956
C -3.4291 -1.3725 3.8251
C -1.7664 -2.9861 2.8406
C -3.2240 -0.9524 0.2426
N -2.0620 -0.1276 0.1583
C -2.2967 1.2071 0.4094
C -3.4741 1.7673 0.9478
C -3.6152 3.1387 1.1362
C -2.6008 4.0255 0.8039
C -1.4212 3.5081 0.2719
C -1.3162 2.1558 0.1019
F -0.1604 1.6527 -0.4383
H -5.2492 1.8911 -2.5579
H -5.3806 1.5782 -0.8198
H -6.2601 0.5580 -1.9736
H -3.2238 0.7514 -1.7303
H -4.8943 -1.0902 -3.5068
H -3.1308 -1.0123 -3.4503
H -4.0551 0.3728 -4.0449
H -6.0037 -1.7372 -1.5583
H -6.2626 -3.3709 0.2721
H -4.6806 -3.3466 2.1659
H -1.8710 -0.8982 2.4581
H -4.1161 -2.1887 4.0762
H -4.0216 -0.4688 3.6577
H -2.7801 -1.1994 4.6891
H -2.4194 -3.8664 2.8819
H -1.2279 -2.9086 3.7894
H -1.0259 -3.1427 2.0576
H -4.2782 1.0974 1.2289
H -4.5412 3.5178 1.5579
H -2.7138 5.0917 0.9580
H -0.5880 4.1445 -0.0023
C -2.0570 -3.4749 -2.2295
C -1.3239 -4.5970 -1.5033
C -1.9123 -4.8415 -0.1084
C 0.1874 -4.3983 -1.5023
C 0.9102 -5.1469 -2.4258
C 2.2957 -5.1906 -2.4098
C 2.9398 -4.5541 -1.3688
C 2.2673 -3.7777 -0.4231
C 3.1366 -3.3487 0.7713
C 4.1819 -2.2919 0.3874
C 2.4056 -2.9617 2.0576
C 0.8799 -3.5685 -0.5884
O 0.2116 -2.6311 0.1169
H -3.1235 -3.6950 -2.3265
H -1.6432 -3.3370 -3.2358
H -1.9675 -2.5445 -1.6723
H -1.4867 -5.5104 -2.0777
H -1.8429 -3.9502 0.5083
H -1.3799 -5.6526 0.3978
H -2.9697 -5.1121 -0.1862
H 0.3596 -5.7352 -3.1526
H 2.8483 -5.7689 -3.1413
H 4.0125 -4.6833 -1.2487
H 3.6928 -4.2596 1.0070
H 3.7003 -1.3638 0.0799
H 4.8101 -2.6394 -0.4379
H 4.8333 -2.0764 1.2408
H 1.8317 -2.0524 1.9465
H 3.1361 -2.7990 2.8545
H 1.7217 -3.7525 2.3775
*
```

Values from the calculation:
M: 625.61 g/mol
Energy above the lowest of the compared OMol25 structures with the same formula, charge and spin: 4.5 kcal per mole
Frontier orbital gap (spin up / spin down): 0.231 / 0.268 hartree
HOMO level (spin up / spin down): -3.78 / -4.79 eV
Maximum force: 1.7 eV Å⁻¹